## i
Density functional theory data (wB97M-V/def2-TZVPD) for CH2NO4 as an isolated structure.

Properties
E_HOMO (eV): -3.101
Molecular weight (u): 92.03
HOMO-LUMO gap (eV): 7.054
Total charge: -1

Geometry as XYZ:
```
8
Properties=species:S:1:pos:R:3:nbo_charge:R:1
C -1.93997 0.12667 0.47701 1.05
N -0.01297 -1.26632 0.26164 -0.52
O -1.63199 0.79192 1.37552 -0.58
O -2.55170 -0.35561 -0.38652 -0.59
O 1.14854 0.99956 0.10716 -0.79
O 1.04351 -0.62003 0.62625 -0.24
H 0.09401 -1.61387 -0.71815 0.24
H 0.50397 1.37533 0.71188 0.42
```

***

## ii
Density functional theory data (wB97M-V/def2-TZVPD) for an isolated ion of composition CH2NO4 and charge -1.

Properties
E_HOMO (eV): -4.433
Molecular weight (u): 92.03
SMILES: O=C([O-])ONO
HOMO-LUMO gap (eV): 8.675
Total charge: -1

Geometry as XYZ:
```
8
Properties=species:S:1:pos:R:3:nbo_charge:R:1
C -2.07968 0.23703 -0.15750 0.97
N 0.40927 -0.40760 -0.44966 -0.09
O -0.81636 -0.90247 0.03923 -0.57
O -3.04741 -0.24553 0.33428 -0.69
O -1.71973 1.11465 -0.85083 -0.73
O 1.16637 0.47712 0.41987 -0.64
H 0.04892 0.34304 -1.02141 0.32
H 0.47736 1.25611 0.64878 0.43
```

***

Stability ranking, top entry: ii; the second entry is 39.1 kcal/mol less favorable.